Record 1
Entry from OMol25: C24H33FeIN5O3S as an isolated structure (wB97M-V/def2-TZVPD).

Each line ends with the natural charge from an NBO analysis.
Geometry (Å):
Fe  0.17407  -0.38462  -0.39257  0.8170
C  -0.00310  2.39849  -0.93309  -0.2358
C  -0.73949  2.26070  0.41317  -0.2378
N  -0.98895  0.83838  0.77243  -0.6133
C  -2.41976  0.43865  0.64347  -0.2347
C  -2.54584  -0.94014  0.01298  -0.2363
N  -1.56784  -1.09692  -1.07427  -0.5851
C  -1.85657  -0.46267  -2.37340  -0.2367
C  -1.43066  0.99862  -2.36749  -0.2382
N  -0.10957  1.15163  -1.71165  -0.5998
H  1.05559  2.56357  -0.75622  0.2272
H  -0.39142  3.25655  -1.48914  0.2039
H  -1.68661  2.80168  0.39566  0.2029
H  -0.13212  2.72248  1.19096  0.2220
H  -0.70290  0.69858  1.73436  0.4042
H  -2.92995  1.18020  0.03231  0.1981
H  -2.91492  0.44844  1.61570  0.2202
H  -3.57322  -1.10155  -0.32822  0.2078
H  -2.30478  -1.70774  0.74804  0.2294
H  -1.41950  -2.08801  -1.22832  0.4067
H  -2.91296  -0.54785  -2.64546  0.2086
H  -1.27325  -1.00628  -3.11684  0.2259
H  -2.14948  1.60803  -1.82220  0.1949
H  -1.41377  1.38531  -3.38812  0.2235
H  0.62329  1.14716  -2.41339  0.4057
C  2.96006  -1.67661  3.33506  -0.6129
C  1.87571  -0.87020  4.03774  -0.4039
C  1.14588  0.08324  3.09764  -0.2466
N  2.00070  1.19476  2.67873  -0.5854
C  2.63672  1.31501  1.52021  0.3582
S  2.38861  0.36402  0.13032  -0.1745
N  3.58128  2.29921  1.39955  -0.6514
C  4.03801  3.28112  2.32290  0.6633
O  4.26459  4.38566  1.90705  -0.5096
C  4.26311  2.87090  3.73293  -0.1431
C  4.78744  1.61729  4.04224  -0.2142
C  5.04592  1.28832  5.36217  -0.2015
C  4.76614  2.20249  6.37063  -0.1735
C  4.24985  3.45454  6.06194  -0.2047
C  4.01061  3.79754  4.74125  -0.1840
H  3.47406  -2.33274  4.03732  0.2240
H  3.70999  -1.03052  2.87502  0.1991
H  2.53262  -2.29311  2.54332  0.2232
H  2.29590  -0.30547  4.87637  0.2056
H  1.12828  -1.54341  4.46400  0.2204
H  0.27912  0.51709  3.60292  0.1972
H  0.81278  -0.45050  2.21391  0.2515
H  2.30388  1.80358  3.42774  0.4198
H  3.80838  2.52678  0.44118  0.4395
H  5.01451  0.91520  3.24955  0.2281
H  5.47114  0.32353  5.60442  0.2294
H  4.96319  1.94162  7.40199  0.2296
H  4.04636  4.16668  6.84992  0.2314
H  3.63500  4.77736  4.47673  0.2397
I  3.61321  -8.33591  0.30389  0.1850
C  2.75416  -6.44787  0.11393  -0.1288
C  2.96874  -5.71049  -1.04354  -0.2497
C  2.39507  -4.45609  -1.16709  -0.1377
C  1.61465  -3.94195  -0.13782  -0.1891
C  1.40831  -4.68689  1.01885  -0.1489
C  1.97527  -5.94347  1.14792  -0.2533
C  1.01615  -2.59297  -0.27013  0.7636
O  1.14398  -1.91463  -1.33043  -0.6892
O  0.36841  -2.07127  0.69282  -0.7220
H  3.57889  -6.11234  -1.84023  0.2341
H  2.55195  -3.86371  -2.05829  0.2383
H  0.80064  -4.27464  1.81384  0.2308
H  1.81484  -6.52694  2.04373  0.2321

Total charge: +1
Molecular weight: 654.38 g mol⁻¹
Orbital gap: 8.1292 eV
Highest occupied orbital energy: -10.69 eV

Record 2
Entry from OMol25: a 2-piece molecular cluster, ClH4PSi overall in a non-equilibrium geometry (wB97M-V/def2-TZVPD).

Each line ends with the natural charge from an NBO analysis.
Geometry (Å):
Si  0.50868  -0.77230  -0.61682  0.5533
P  1.63630  0.92399  -0.88874  -0.2642
Cl  -2.66095  1.72004  1.19027  -0.2768
H  0.96651  -2.21904  -0.43648  -0.1369
H  -1.08657  -0.60281  -0.45255  -0.1362
H  2.73105  0.11347  -0.80630  -0.0179
H  -2.09502  0.83663  2.01063  0.2787

SMILES: [SiH2]=P.Cl
Total charge: 0
Molecular weight: 98.54 g mol⁻¹
Orbital gap: 8.4558 eV
Highest occupied orbital energy: -8.90 eV

> Which of these has the highest total charge?

C24H33FeIN5O3S

> Look up the molecular weight of the second one.

98.54 g mol⁻¹

> total charge of number 2 (ClH4PSi)?

0